[1]
8
Properties=species:S:1:pos:R:3 method="wB97M-V/def2-TZVPD" e_above_lowest_kcal_mol=9.27 gap_ev=10.28 energy_ha=-283.243230 homo_energy_ev=-9.9
N 1.11427 -0.39688 -0.17353
C -0.18171 -0.11789 -0.45679
O -0.72020 -0.33446 -1.52681
C -1.06298 0.47825 0.63878
O -1.20098 -0.02239 1.72560
H 1.66816 -0.80783 -0.91217
H 1.56560 -0.13527 0.68992
H -1.65087 1.35450 0.30211

=====

[2]
8
Properties=species:S:1:pos:R:3 method="wB97M-V/def2-TZVPD" e_above_lowest_kcal_mol=148.37 gap_ev="8.98 / 8.61" energy_ha=-283.021559 homo_energy_ev="-8.4 / -7.9"
C -0.15617 -0.68820 0.62379
C 0.58373 0.18329 -0.46347
N -1.61354 0.83035 0.08682
O -0.41742 1.16553 -0.64014
O -1.33892 -0.18769 0.80934
H 0.39541 -1.57365 0.94835
H 1.57145 0.76378 -0.07621
H 0.97546 -0.49341 -1.28846

=====

[3]
9
Properties=species:S:1:pos:R:3 method="wB97M-V/def2-TZVPD" e_above_lowest_kcal_mol=136.90 gap_ev=9.26 energy_ha=-681.241156 homo_energy_ev=-8.7
C 2.01807 0.33714 0.24292
C -0.43118 -1.06328 -0.27298
N 1.60711 1.42851 0.11106
O -1.40182 -0.87949 0.85048
O -1.31908 1.39698 -0.10735
S -1.81676 -0.08131 -0.41871
H 2.35464 -0.53648 0.64906
H -0.68358 -1.86899 -0.83717
H -0.32739 1.26692 -0.21730